[1]
Density functional theory data (ωB97M-V/def2-TZVPD) for a structure of composition C41H58N3O6Re.

As for the spin multiplicity: 4. The calculation puts the orbital gap (spin up / spin down) at 7.72 / 7.27 eV. As for the net charge: +1. Its expectation value of S² is 3.7634.

Geometry as XYZ:
```
109
C41H58N3O6Re, DFT ωB97M-V/def2-TZVPD
Re -0.134 0.055 -0.343
O 1.728 -0.354 -0.223
O 0.102 0.856 -2.063
O 0.162 1.700 -4.111
O 5.381 5.835 -2.352
O 5.217 5.182 -0.306
O -1.307 -1.423 -0.127
N -0.099 -0.038 1.790
N 4.879 5.176 -1.470
N -1.970 1.305 0.018
C 3.342 0.860 2.834
C -2.596 -3.885 -1.158
C -1.455 0.368 2.256
C 2.107 2.702 -1.212
C 2.701 -0.036 0.694
C -1.941 -4.787 1.109
C -1.312 -4.791 2.352
C -1.968 -3.701 0.240
C -1.289 -2.553 0.671
C -0.656 -3.633 2.726
C 4.673 0.584 2.580
C -0.519 -7.144 2.481
C 3.796 -2.447 -0.954
C -0.630 -2.521 1.890
C 5.252 1.402 4.905
C -1.459 -4.282 -2.113
C -1.956 1.568 1.486
C 2.355 0.562 1.896
C -1.876 2.596 -0.709
C 6.674 -0.308 3.795
C 2.306 3.393 -3.507
C 0.938 0.954 2.220
C 3.350 4.237 -3.164
C -1.323 -6.055 3.209
C -3.303 -2.646 -1.723
C 3.936 -0.227 -2.131
C -0.695 -5.820 4.582
C 0.252 -1.381 2.324
C 6.649 2.051 2.949
C 1.685 2.615 -2.535
C -2.765 -6.539 3.414
C 3.748 4.289 -1.843
C 4.976 -0.014 1.353
C 4.031 -0.347 0.392
C -3.243 0.646 -0.373
C 0.594 1.698 -2.998
C 5.795 0.928 3.558
C -3.646 -5.010 -1.141
C 4.418 -1.043 -0.921
C 3.144 3.543 -0.850
C 5.936 -1.203 -1.056
H 0.687 1.906 1.740
H -3.249 0.495 -1.451
H -2.720 3.235 -0.438
H 4.602 0.653 5.365
H 6.358 -1.827 -0.265
H -3.775 -2.922 -2.667
H 6.077 -1.154 4.140
H 6.052 2.949 2.782
H -3.254 -6.784 2.470
H 4.012 -2.924 -1.913
H -1.206 -5.023 5.129
H 0.506 -6.815 2.298
H -4.080 1.289 -0.092
H 1.278 -1.579 2.019
H 1.653 2.090 -0.443
H 7.079 1.748 1.992
H 7.205 -0.612 2.892
H 7.470 2.307 3.622
H -2.963 1.820 1.826
H -2.443 -5.691 0.798
H 3.494 3.619 0.169
H 4.289 0.805 -2.068
H 6.013 -0.231 1.142
H -0.774 -6.731 5.176
H -0.484 -8.052 3.087
H -0.971 -7.398 1.521
H 6.084 1.583 5.586
H 2.850 -0.219 -2.214
H 0.252 -1.304 3.416
H -0.964 -5.192 -1.769
H -4.093 -2.298 -1.051
H -2.768 -7.441 4.029
H -4.362 -4.879 -0.327
H -2.114 -0.486 2.111
H -4.198 -4.999 -2.081
H -3.331 -0.318 0.112
H 1.965 3.320 -4.530
H -1.899 2.410 -1.779
H -1.852 -4.461 -3.116
H 4.217 -3.071 -0.163
H 0.366 -5.570 4.508
H 0.842 1.103 3.299
H 6.154 -1.691 -2.007
H -1.423 0.593 3.326
H -2.621 -1.825 -1.926
H -1.330 2.440 1.664
H -3.198 -6.000 -1.051
H -0.709 -3.490 -2.179
H 4.697 2.339 4.815
H 6.449 -0.238 -1.054
H -0.946 3.102 -0.452
H 3.858 4.842 -3.900
H 7.424 -0.087 4.557
H 2.713 -2.417 -0.830
H -3.364 -5.780 3.920
H 3.046 1.319 3.770
H -0.132 -3.579 3.672
H 4.339 -0.665 -3.047
```

[2]
Density functional theory data (ωB97M-V/def2-TZVPD) for a structure of composition C41H60O6P2Si2V in a non-equilibrium geometry.

As for the spin multiplicity: 4. The calculation puts the orbital gap (spin up / spin down) at 7.29 / 7.72 eV. As for the net charge: 0. Its expectation value of S² is 3.7691.

Geometry as XYZ:
```
112
C41H60O6P2Si2V, DFT ωB97M-V/def2-TZVPD
V -0.595 0.333 0.270
P -2.148 -2.027 0.932
P -2.170 -0.671 -2.027
Si -1.383 2.781 2.669
Si 2.715 0.901 0.360
O -1.327 -0.916 1.566
O 3.564 -0.463 0.047
O 3.244 2.022 -0.694
O 1.125 0.652 0.235
O 3.087 1.379 1.879
O -1.635 0.548 -1.223
C -1.596 1.383 3.935
C -5.592 -0.479 -4.294
C -4.355 -0.859 -3.795
C 0.396 0.123 -5.859
C -3.023 -2.834 2.304
C -1.052 0.858 -4.088
C -4.348 -2.416 4.275
C 1.373 3.561 -0.919
C 5.283 -0.145 -1.634
C -0.459 -1.467 -4.268
C 2.831 1.594 4.226
C 4.107 -0.999 -1.160
C -4.431 0.962 -2.227
C 3.189 0.634 3.097
C -3.145 -4.202 2.513
C 0.224 -3.157 0.028
C 0.333 -5.259 -1.139
C -4.477 -3.784 4.473
C -3.627 -1.942 3.193
C -1.141 -0.452 -3.618
C 2.889 3.388 -0.919
C -1.162 -3.273 0.083
C -1.799 -4.366 -0.504
C -5.667 1.344 -2.727
C 0.231 3.716 3.009
C 3.023 -1.060 -2.236
C -3.287 -1.446 -0.291
C 0.965 -4.156 -0.587
C 2.241 -0.567 3.116
C 4.633 0.154 3.243
C 3.537 4.257 0.159
C -2.777 4.020 3.066
C 0.308 -1.177 -5.392
C -1.565 2.117 0.929
C 3.449 3.750 -2.293
C -6.251 0.618 -3.755
C 4.609 -2.395 -0.805
C -3.772 -0.143 -2.756
C -1.051 -5.360 -1.111
C -0.285 1.145 -5.205
C -3.874 -4.672 3.595
H 1.228 -0.248 2.868
H -6.175 2.209 -2.318
H -1.586 1.648 -3.575
H 2.973 3.139 -3.062
H 0.990 0.346 -6.737
H 2.568 -1.307 2.381
H 3.781 -3.010 -0.462
H 0.922 -6.043 -1.598
H -1.278 1.684 4.936
H 3.493 2.461 4.195
H 2.720 -0.047 -2.510
H 5.338 -2.324 0.003
H 3.387 -1.575 -3.126
H 0.716 -2.289 0.457
H -1.263 2.859 0.182
H 1.110 3.142 2.708
H -4.806 -1.719 4.965
H -1.545 -6.210 -1.564
H -6.045 -1.027 -5.110
H -3.968 -5.739 3.755
H 1.110 4.598 -1.132
H 4.947 0.875 -1.810
H 1.802 1.939 4.116
H 0.958 3.279 0.047
H -3.762 3.549 3.012
H -3.833 -1.709 -4.222
H 3.215 5.293 0.052
H 0.840 -1.971 -5.902
H 0.328 3.932 4.076
H -3.954 1.525 -1.431
H 5.306 1.005 3.357
H 3.265 4.804 -2.506
H -3.849 -0.586 0.076
H -7.218 0.914 -4.141
H 2.141 -1.583 -1.856
H 4.921 -0.401 2.350
H 5.700 -0.557 -2.554
H 0.248 4.670 2.478
H -2.626 1.898 0.759
H -1.023 0.500 3.645
H 4.731 -0.496 4.115
H -2.881 -4.422 -0.509
H 2.041 -4.079 -0.632
H -3.952 -2.238 -0.631
H -2.649 1.097 3.996
H -2.662 -4.904 1.846
H 4.623 4.210 0.070
H -3.510 -0.877 3.032
H 6.061 -0.124 -0.869
H 4.523 3.561 -2.317
H -2.779 4.877 2.389
H -0.525 -2.487 -3.904
H 3.257 3.891 1.148
H -5.033 -4.160 5.322
H 2.940 1.100 5.193
H 0.928 2.911 -1.675
H -2.648 4.403 4.083
H 2.234 -1.030 4.103
H 5.078 -2.870 -1.668
H -0.218 2.163 -5.568
```

[3]
Density functional theory data (ωB97M-V/def2-TZVPD) for a structure of composition C41H64GeN5O3P3Y in a non-equilibrium geometry.

As for the spin multiplicity: 2. The calculation puts the orbital gap (spin up / spin down) at 3.84 / 3.81 eV. As for the net charge: 0. Its expectation value of S² is 0.7546.

Geometry as XYZ:
```
118
C41H64GeN5O3P3Y, DFT ωB97M-V/def2-TZVPD
Y 2.387 -0.672 -1.248
Ge -0.950 0.131 -0.150
P -0.169 -2.884 -2.264
P 1.283 3.501 -1.306
P 1.905 -0.802 1.399
O 4.340 -0.406 -2.207
O 4.691 -1.866 -0.643
O 1.900 -0.152 -3.289
N -0.792 -0.053 1.768
N -2.200 -1.383 -0.790
N -1.146 2.448 -0.387
N 7.126 -1.240 -3.844
N -3.229 0.837 0.691
C 0.620 6.094 -0.130
C 4.998 -1.289 -1.731
C -1.823 -1.852 -2.132
C -2.894 1.113 2.079
C -0.697 -2.939 -5.193
C 3.508 1.561 1.484
C 1.144 4.034 1.322
C -3.742 1.876 2.898
C 1.731 4.448 -4.576
C -5.741 -2.432 -0.227
C -4.091 4.637 0.005
C -3.466 2.033 -0.073
C 2.405 -4.603 5.943
C 2.731 5.248 -4.079
C -1.824 0.368 2.590
C -0.682 -4.116 0.434
C 1.090 -4.522 5.933
C -4.044 -0.372 0.516
C -4.643 2.409 -0.762
C 1.418 4.788 -0.013
C 2.302 0.906 2.175
C -6.044 -1.628 0.857
C -1.830 -4.676 -3.968
C 6.590 -1.322 -2.496
C -0.468 2.995 -1.558
C -0.532 -3.877 -4.007
C 0.262 -0.833 2.244
C -4.964 3.736 -0.674
C -5.279 -0.491 1.162
C -0.632 -4.444 -1.061
C -3.721 1.629 4.272
C -2.365 2.933 -0.118
C -2.779 4.259 0.151
C 2.979 -3.146 5.707
C -4.519 -2.269 -0.868
C -1.855 0.121 3.999
C -2.789 0.745 4.843
C 2.548 0.876 3.671
C 0.524 -5.514 -1.142
C 3.940 4.493 -3.683
C -3.537 -1.354 -0.414
H 4.702 4.306 -4.447
H 0.417 -0.868 3.321
H 0.224 -3.671 0.786
H 3.067 -0.025 3.987
H 0.190 3.499 1.311
H 6.986 -1.954 -4.583
H 1.500 -4.988 -1.131
H -2.008 -5.150 -4.941
H -6.385 -3.202 -0.626
H -1.448 -3.473 0.878
H 2.901 -2.400 6.551
H 0.725 -3.667 5.326
H 1.748 3.398 -5.035
H 3.245 1.942 0.463
H 4.089 -3.200 5.511
H 0.333 6.303 -1.180
H -0.322 2.120 -2.286
H -5.871 4.092 -1.126
H 2.558 -2.660 4.791
H 4.358 0.867 1.403
H 3.567 3.533 -3.289
H 6.839 -2.332 -1.977
H 0.304 -4.577 -4.091
H 0.275 -5.055 6.495
H -5.326 1.643 -1.205
H 1.349 1.385 1.916
H -5.656 0.245 1.863
H 1.282 6.942 0.162
H -1.798 -5.532 -3.288
H 3.228 -5.361 6.122
H 2.729 6.331 -4.036
H 1.192 4.749 2.148
H -4.349 -2.971 -1.678
H 4.408 4.976 -2.838
H -0.050 -1.885 2.345
H -6.861 -1.881 1.528
H 7.293 -0.716 -1.916
H 0.061 -2.067 -5.287
H -0.783 -2.314 3.498
H -2.719 -4.043 -3.740
H 3.851 2.404 2.093
H -2.065 4.987 0.629
H 1.930 3.309 1.562
H -0.753 -5.052 1.016
H -4.433 2.111 4.916
H -2.795 0.645 5.930
H 0.625 -6.117 -0.196
H -4.406 2.639 2.474
H -1.639 -2.469 -5.215
H -1.159 -0.562 4.508
H 8.076 -1.181 -3.545
H 2.501 5.071 -0.008
H -2.643 -2.302 -2.745
H -0.755 -3.488 -6.214
H 0.553 -6.219 -1.982
H -4.415 5.595 0.356
H 1.450 -0.169 -4.122
H -0.284 6.079 0.487
H 3.195 1.712 3.994
H 1.622 0.866 4.283
H -1.081 3.775 -2.055
H 0.692 4.705 -4.793
H -1.443 -0.962 -2.737
H -1.592 -4.800 -1.453
```

| no. | calculated total energy (Ha) |
| --- | --- |
| 1 | -2290.856134 |
| 2 | -4255.761633 |
| 3 | -5238.975294 |